{"formula": "C32H47AlB3BrCl2F7N3NaO16P2", "method": "ωB97M-V/def2-TZVPD", "symbols": ["C", "C", "C", "C", "C", "C", "P", "O", "Br", "O", "B", "P", "O", "O", "O", "O", "C", "N", "C", "C", "C", "N", "O", "H", "H", "H", "H", "H", "H", "H", "H", "H", "H", "H", "H", "H", "H", "H", "H", "H", "H", "H", "H", "H", "H", "H", "Al", "F", "C", "C", "C", "C", "C", "C", "H", "H", "H", "H", "H", "C", "C", "C", "C", "C", "C", "H", "H", "H", "H", "H", "H", "O", "H", "B", "O", "C", "O", "C", "O", "O", "F", "F", "N", "H", "H", "H", "H", "B", "F", "F", "F", "F", "Cl", "C", "C", "Cl", "H", "H", "H", "H", "Na", "C", "C", "C", "O", "C", "C", "C", "O", "O", "O", "H", "H", "H", "H"], "positions_angstrom": [[4.076, -1.204, 2.331], [3.258, -1.783, 1.017], [4.333, -2.769, 0.202], [2.750, -0.604, -0.017], [1.139, -0.777, -0.276], [0.176, -0.174, 0.906], [1.055, 0.881, 2.276], [0.698, 2.601, 2.044], [0.252, 0.413, 4.348], [-0.716, 0.875, 0.308], [-2.055, 0.848, 0.950], [-2.941, 2.488, 1.387], [-2.471, 3.730, 0.525], [-2.921, 2.771, 3.123], [-4.653, 2.249, 0.981], [-1.997, -0.256, 1.930], [-1.006, -1.219, 1.352], [-0.344, -2.219, 2.280], [-1.714, -2.195, 0.241], [-2.935, -3.017, 1.018], [-3.959, -3.785, -0.027], [-5.312, -4.274, 0.507], [-3.585, -4.001, -1.318], [5.023, -0.582, 2.035], [3.374, -0.642, 3.096], [4.472, -2.163, 2.917], [2.324, -2.427, 1.346], [3.833, -3.341, -0.697], [5.163, -2.041, -0.251], [4.908, -3.504, 0.931], [3.095, 0.478, 0.269], [3.278, -0.845, -1.061], [0.914, -0.242, -1.320], [0.964, -1.937, -0.496], [1.431, 3.045, 1.524], [-2.799, 0.389, 0.130], [-3.589, 2.104, 3.487], [-5.148, 1.890, 1.785], [0.053, -3.041, 1.771], [-0.972, -2.534, 3.051], [-0.977, -3.048, -0.150], [-2.112, -1.656, -0.718], [-2.447, -3.820, 1.752], [-3.590, -2.315, 1.704], [-5.761, -3.500, 1.066], [-5.170, -5.058, 1.202], [-1.761, -1.291, 5.289], [6.777, 0.556, 3.317], [7.453, 1.438, 2.569], [7.102, 2.783, 2.614], [7.809, 3.703, 1.839], [8.853, 3.265, 1.020], [9.194, 1.913, 0.978], [8.494, 0.995, 1.761], [6.284, 3.103, 3.250], [7.548, 4.758, 1.873], [9.401, 3.982, 0.412], [10.004, 1.574, 0.337], [8.752, -0.059, 1.748], [0.711, -0.882, -5.404], [0.304, -0.203, -4.256], [-0.969, -0.420, -3.731], [-1.833, -1.325, -4.349], [-1.424, -2.006, -5.495], [-0.154, -1.782, -6.025], [1.703, -0.709, -5.815], [0.980, 0.497, -3.770], [-1.289, 0.114, -2.840], [-2.824, -1.498, -3.938], [-2.097, -2.713, -5.976], [0.162, -2.309, -6.921], [-1.268, 5.591, -1.470], [-1.653, 5.209, -0.703], [4.541, -0.305, -6.020], [4.455, -0.579, -4.581], [5.705, -0.562, -4.100], [5.990, -0.754, -2.929], [6.632, -0.285, -5.163], [7.845, -0.201, -5.056], [5.967, -0.128, -6.315], [3.809, 0.910, -6.342], [4.008, -1.427, -6.777], [-2.361, 0.336, -7.840], [-2.594, 1.236, -7.404], [-3.212, -0.087, -8.227], [-1.681, 0.488, -8.594], [-1.956, -0.292, -7.136], [-4.761, -1.505, 8.153], [-4.891, -1.018, 6.789], [-5.495, -0.631, 9.052], [-5.300, -2.853, 8.239], [-3.357, -1.520, 8.530], [-0.797, -4.975, -8.470], [-1.914, -3.805, -9.213], [-1.210, -2.880, -10.193], [-0.096, -1.756, -9.375], [-2.403, -3.245, -8.410], [-2.680, -4.387, -9.736], [-1.947, -2.267, -10.720], [-0.639, -3.442, -10.938], [-0.261, 3.807, -2.384], [-5.204, 5.254, 7.492], [-4.363, 4.381, 6.934], [-4.470, 2.921, 7.206], [-3.694, 2.142, 6.664], [-5.517, 2.468, 8.135], [-6.356, 3.341, 8.696], [-6.266, 4.798, 8.402], [-7.063, 5.574, 8.918], [-7.341, 2.922, 9.572], [-3.360, 4.803, 6.080], [-5.139, 6.318, 7.301], [-5.572, 1.406, 8.338], [-7.816, 3.739, 9.839], [-2.889, 3.986, 5.808]], "total_charge": 1, "gap_ev": 1.562, "homo_ev": -10.765, "energy_ha": -7970.93209}

=====

{"formula": "C32H47AsBrF19NO7S", "method": "ωB97M-V/def2-TZVPD", "symbols": ["C", "C", "O", "C", "C", "O", "C", "C", "O", "C", "As", "S", "Br", "C", "C", "C", "C", "C", "O", "C", "C", "C", "O", "C", "C", "F", "F", "F", "C", "C", "C", "C", "N", "C", "H", "H", "H", "H", "H", "H", "H", "H", "H", "H", "H", "H", "H", "H", "H", "H", "H", "H", "H", "H", "H", "H", "H", "H", "H", "H", "H", "H", "H", "H", "H", "H", "H", "H", "H", "H", "H", "H", "H", "C", "C", "C", "F", "F", "F", "F", "O", "C", "C", "F", "F", "F", "F", "H", "H", "H", "H", "C", "C", "C", "F", "F", "F", "F", "O", "C", "C", "F", "F", "F", "F", "H", "H", "H", "H"], "positions_angstrom": [[-2.415, -2.582, 6.280], [-2.215, -4.101, 6.161], [-2.905, -4.710, 5.094], [-2.692, -4.079, 3.836], [-2.679, -5.151, 2.748], [-3.358, -4.771, 1.561], [-2.596, -3.882, 0.767], [-1.625, -4.586, -0.175], [-0.386, -4.669, 0.503], [0.763, -4.614, -0.333], [2.403, -3.983, 0.723], [3.411, -6.133, 0.402], [1.381, -4.997, 2.853], [4.011, -3.605, 1.869], [4.868, -2.393, 1.545], [5.812, -2.088, 2.738], [6.872, -3.189, 2.963], [8.238, -2.575, 3.344], [8.704, -3.002, 4.618], [8.542, -2.048, 5.633], [1.499, -2.243, 1.254], [0.533, -1.670, 0.244], [0.577, -0.219, 0.367], [-0.533, 0.397, -0.230], [-0.088, 1.751, -0.810], [-0.660, 2.770, -0.108], [1.223, 1.947, -0.741], [-0.469, 1.908, -2.101], [3.180, -3.195, -0.980], [3.507, -3.978, -2.038], [4.010, -3.461, -3.198], [4.170, -2.122, -3.271], [3.845, -1.291, -2.293], [3.364, -1.857, -1.194], [-3.427, -2.295, 6.014], [-1.689, -2.069, 5.653], [-2.208, -2.305, 7.311], [-2.631, -4.541, 7.066], [-1.143, -4.323, 6.157], [-1.730, -3.567, 3.831], [-3.512, -3.384, 3.629], [-1.637, -5.395, 2.525], [-3.136, -6.060, 3.126], [-1.979, -3.256, 1.418], [-3.262, -3.205, 0.233], [-1.984, -5.598, -0.377], [-1.576, -4.003, -1.101], [0.893, -5.632, -0.709], [0.562, -3.990, -1.209], [2.917, -6.699, -0.711], [4.657, -4.476, 1.911], [3.632, -3.498, 2.882], [5.529, -2.562, 0.693], [4.333, -1.466, 1.347], [5.167, -2.048, 3.615], [6.253, -1.117, 2.528], [6.969, -3.845, 2.104], [6.576, -3.739, 3.851], [8.195, -1.485, 3.333], [8.973, -2.855, 2.589], [9.219, -2.320, 6.441], [8.813, -1.036, 5.322], [7.528, -2.033, 6.048], [2.209, -1.453, 1.488], [0.943, -2.415, 2.167], [0.793, -1.894, -0.795], [-0.502, -1.972, 0.405], [-1.262, 0.612, 0.553], [-0.970, -0.220, -1.015], [3.373, -5.050, -2.027], [4.255, -4.130, -4.007], [4.564, -1.696, -4.191], [3.110, -1.177, -0.390], [-1.321, 3.850, -4.330], [-2.742, 4.017, -4.905], [-2.987, 3.605, -6.360], [-2.249, 4.311, -7.232], [-4.291, 3.826, -6.665], [-3.161, 5.286, -4.699], [-3.550, 3.213, -4.154], [-0.467, 4.992, -4.271], [0.323, 5.397, -5.327], [-0.075, 6.781, -5.853], [-1.362, 6.814, -6.244], [0.692, 7.090, -6.925], [0.367, 4.471, -6.303], [1.581, 5.516, -4.850], [-1.478, 3.607, -3.282], [-0.810, 2.985, -4.750], [-2.779, 2.540, -6.496], [0.072, 7.534, -5.076], [-5.760, 6.075, -2.206], [-5.111, 7.469, -2.071], [-4.168, 7.718, -0.889], [-4.778, 7.585, 0.300], [-3.701, 8.988, -0.961], [-6.072, 8.419, -2.120], [-4.345, 7.627, -3.185], [-7.102, 5.879, -1.761], [-7.426, 5.558, -0.459], [-8.266, 6.648, 0.219], [-7.635, 7.835, 0.216], [-8.494, 6.300, 1.507], [-6.339, 5.227, 0.261], [-8.204, 4.453, -0.513], [-5.834, 5.920, -3.282], [-5.099, 5.287, -1.846], [-3.314, 7.036, -0.931], [-9.221, 6.761, -0.298]], "total_charge": -1, "gap_ev": 6.702, "homo_ev": -5.075, "energy_ha": -8934.32734}